119
Properties=species:S:1:pos:R:3 method="wB97M-V/def2-TZVPD" e_homo_ev="-4.53 / -4.45" charge=-1 e_above_lowest_kj_mol=131.56 total_energy_ha=-5840.2142 homo_lumo_gap_ev="5.229 / 5.790"
Bi -0.5555 0.2788 0.8532
I -3.0191 0.7481 2.6359
I -5.4097 1.1256 4.7001
Sb 1.2294 2.5742 3.7911
S -0.1084 3.6789 1.8858
S 1.1897 0.2860 2.6744
S 0.9093 5.3708 1.8190
S -0.2437 2.4260 5.4716
P -3.0463 2.4560 -0.9602
P -3.6544 -0.4290 -1.3852
Si 2.1831 0.1965 -1.4681
O -3.8088 1.1712 -1.5777
O 2.4421 1.4547 -2.4891
O -2.6844 -0.8624 -0.3668
O -0.8477 -3.3780 1.1686
O 2.5767 -1.1591 -2.3321
O 3.1835 0.3574 -0.1962
O -1.7118 2.1063 -0.4298
O 0.6691 0.1207 -0.9792
N -3.3205 -0.8632 -2.9497
N -4.1561 3.0488 0.0726
N -2.8549 3.5274 -2.1873
N -5.1540 -0.9978 -1.0667
N -0.6730 -2.2736 2.9972
N -0.6269 -2.3362 1.7021
C -3.1140 -2.3053 -3.1080
C 1.7883 -4.0025 2.6421
C -1.1201 -1.5900 7.8513
C 1.0612 1.1675 -4.4336
C -1.3482 -0.7141 6.8005
C -3.7379 4.1834 0.8937
C 4.9366 0.4708 1.3775
C 4.1308 -2.6390 -1.2265
C -0.2741 -2.2539 5.3050
C -0.4555 -2.7931 7.6358
C 1.5127 -3.0841 3.6536
C 2.4123 1.6349 -3.8979
C 3.1009 -4.3593 2.3750
C 3.5504 0.8695 -4.5708
C -5.4982 -1.4639 0.2761
C -6.2842 -0.6977 -1.9236
C 4.3749 1.0837 0.0976
C 4.0064 2.5444 0.3356
C -0.9294 -1.0433 5.5200
C 2.5568 -2.5363 4.3975
C 3.8666 -2.8879 4.1163
C 0.1364 -2.6005 3.9207
C 1.6730 -2.8500 -0.8278
C -0.0193 -3.1227 6.3627
C 2.6247 -3.3880 -3.0826
C 2.5790 3.1339 -4.1286
C -5.4605 2.5092 0.3991
C 2.7482 -2.4948 -1.8530
C -3.9350 4.3592 -2.6735
C 5.3815 0.9578 -1.0405
C 4.1391 -3.7996 3.1052
C -2.2619 -0.1012 -3.6212
C -1.5348 3.8338 -2.7280
H -6.9421 0.0506 -1.4681
H -6.0514 -2.4042 0.2041
H 4.9013 3.1454 0.5172
H -4.5961 -1.6189 0.8600
H 4.2758 -3.6608 -0.8655
H 5.1636 -4.0704 2.8819
H -4.1219 4.1834 -3.7380
H -3.1422 -2.5492 -4.1710
H -2.1505 -2.6223 -2.6942
H 2.7600 -4.4397 -2.8203
H -1.0815 -0.3546 4.6988
H -4.8531 4.1498 -2.1260
H 4.5165 1.2843 -4.2757
H -5.9410 -0.3226 -2.8866
H -5.6702 1.6255 -0.1994
H 3.5259 3.4701 -3.7030
H 4.1611 0.4717 2.1426
H 1.7717 3.6788 -3.6358
H -1.2756 -0.3438 -3.2100
H -1.8531 0.2303 6.9615
H -6.8733 -1.6025 -2.0981
H 3.3802 -3.1118 -3.8207
H 0.2619 1.7237 -3.9391
H -2.6867 4.4180 0.7197
H -3.6914 5.4181 -2.5397
H 3.4812 2.9518 -0.5297
H 3.5214 -0.1807 -4.2893
H 2.5686 3.3716 -5.1949
H -3.8378 3.9240 1.9499
H -0.2771 -3.4719 8.4606
H -0.7808 3.2329 -2.2261
H 3.4655 0.9486 -5.6582
H 1.6383 -3.2638 -3.5336
H 4.9079 -2.4162 -1.9617
H 0.9787 -4.4461 2.0791
H 1.7960 -2.2542 0.0798
H -6.2407 3.2548 0.2068
H 4.2375 -1.9547 -0.3846
H -3.9092 -2.8559 -2.6064
H 5.6476 -0.0893 -1.2057
H -1.3014 4.8898 -2.5633
H -1.5028 3.6334 -3.8044
H 0.9872 1.3276 -5.5124
H 5.7974 1.0432 1.7331
H 2.3394 -1.8086 5.1680
H 0.9185 0.1039 -4.2298
H 0.5049 -4.0547 6.1854
H 3.3106 -5.0754 1.5904
H 4.6739 -2.4405 4.6812
H 6.2918 1.5113 -0.7970
H -2.2733 -0.3459 -4.6842
H 0.6770 -2.6586 -1.2275
H -1.4548 -1.3322 8.8489
H 1.7508 -3.9059 -0.5515
H 3.3537 2.6283 1.2039
H -5.4968 2.2280 1.4554
H -4.3482 5.0653 0.6727
H -6.1212 -0.7307 0.7969
H 5.2546 -0.5603 1.2033
H 4.9700 1.3638 -1.9642
H -2.4311 0.9692 -3.5190

***

105
Properties=species:S:1:pos:R:3 method="wB97M-V/def2-TZVPD" e_homo_ev=-8.96 charge=+1 total_energy_ha=-4517.4169 homo_lumo_gap_ev=5.371
Br -4.7602 1.6494 5.0228
O -2.3111 -2.8700 -2.6995
O 7.9460 0.1984 1.5274
O -2.9254 -0.6846 -2.0759
O 6.7732 -1.5252 2.4369
O 5.9163 0.4746 2.5124
N -3.1124 -4.1543 2.9038
N -0.3138 -5.2641 2.5585
N -0.7619 5.2656 -6.4297
N -2.8203 -1.7167 3.4800
N -1.0986 -2.8951 2.2336
C -4.5871 -2.3783 1.6623
C -3.0065 -1.9207 4.9495
C -3.0518 -1.3499 -4.5743
C -4.3281 -3.9177 2.0497
C -2.8606 -0.4965 5.7112
C 0.9379 4.4856 -4.6122
C 8.9929 -2.3040 3.0620
C 2.5497 1.3478 -3.2062
C 7.8309 -2.4307 2.0945
C 0.6345 5.3880 -5.9106
C 0.2590 -1.0206 3.4617
C -1.1203 5.2427 -7.8448
C -3.3190 5.0888 -6.5809
C -2.2711 -2.9263 2.8435
C -2.7248 -1.7245 -3.0372
C -0.6466 -4.1902 1.5788
C 6.0499 1.8790 2.2958
C -2.6687 5.1225 -8.0119
C -4.7495 -0.6221 -0.3337
C -2.0252 5.1754 -5.7205
C -4.0504 -1.9882 0.1688
C -4.3747 -0.4719 -1.9051
C -0.2074 -1.7008 2.0841
C -4.3188 0.0673 6.1438
C 2.7495 1.3770 -1.6091
C -4.0859 -1.3173 2.7734
C 1.5878 0.5627 -0.8071
C 1.8639 3.2129 -5.0572
C 1.5040 0.0045 3.1905
C 2.1824 0.2980 0.6868
C 2.8166 2.8330 -3.8128
C 1.2579 0.9046 1.8587
C 6.9746 -0.2419 2.0932
H 6.2833 2.0995 1.2522
H 3.7315 0.8093 -1.3776
H 9.7545 -3.0577 2.8509
H -0.0405 4.0838 -4.1772
H -0.4021 5.2908 -8.7306
H -0.6083 -0.3328 3.8041
H -4.2865 -4.5182 1.0607
H 1.5127 0.9439 -3.5303
H -4.3266 0.2922 7.2628
H -2.2961 0.2504 5.0533
H 0.2619 -4.0509 0.9010
H 3.8986 2.8574 -4.2057
H 1.3821 5.1887 -6.7714
H -3.9439 -0.6228 -4.6297
H 1.4746 0.7496 4.0728
H -1.9627 5.2052 -4.5810
H -4.4128 5.0315 -6.2825
H -0.7260 -0.9753 1.3551
H 1.1299 2.3415 -5.2342
H -2.1397 -2.5765 5.3562
H 7.4143 -3.4383 2.1595
H 5.0970 2.3504 2.5418
H 3.3550 0.6725 -3.6789
H 0.1457 0.9629 1.5597
H -5.8819 -0.7301 -0.1587
H -5.1027 -0.7614 5.9607
H 1.5795 1.9938 2.0593
H -4.8963 -1.3665 -2.4257
H 2.3773 -0.8264 0.7704
H -3.9718 -2.4672 5.2387
H 2.7188 3.5909 -2.9634
H 0.7510 6.4958 -5.5854
H -0.3790 -4.9390 3.5318
H -4.8718 -1.1194 3.5967
H -3.8787 -0.2842 2.2896
H -0.9204 -6.0885 2.3976
H -1.4886 -4.6056 0.8993
H -3.2474 -2.3262 -5.1401
H -5.2350 -4.2576 2.6845
H -4.7315 0.5419 -2.2905
H 0.6204 1.1948 -0.7435
H 9.4592 -1.3180 2.9946
H 1.3322 -0.4197 -1.3544
H 8.6495 -2.4233 4.0925
H 2.4919 -0.5710 3.1780
H -4.3223 0.2840 0.2460
H -2.1451 -0.8228 -5.0531
H -4.1277 -2.8555 -0.5716
H -3.3534 -4.3950 3.8742
H 2.4288 3.4126 -6.0310
H -5.7385 -2.2450 1.6069
H -2.9300 -1.7260 0.3265
H 6.8186 2.2851 2.9564
H -2.2323 -0.6251 6.6760
H 0.7545 -2.0486 1.5441
H -3.2705 5.0587 -8.9759
H 3.2047 0.8160 0.7715
H 8.1488 -2.2790 1.0589
H 2.8427 2.4226 -1.1578
H 0.4619 -1.7489 4.3178
H 1.4625 5.1304 -3.8069

***

122
Properties=species:S:1:pos:R:3 method="wB97M-V/def2-TZVPD" smiles="C[C@H]1COC(=O)O1.C[C@H]1COC(=O)O1.COC(=O)OC.COC(=O)OC.COC(=O)OC.COC(=O)OC.COC(=O)OC.COC(=O)OC.COC(=O)OC.CCCC#N" e_homo_ev=-10.12 charge=0 e_above_lowest_kj_mol=516.32 total_energy_ha=-3379.7882 homo_lumo_gap_ev=10.400
O 22.7377 -15.2149 7.8850
O 26.4640 -6.2122 10.8598
O 26.5905 -8.8917 0.6315
O 18.1359 -11.5063 8.2792
O 24.0542 -10.4099 7.8144
O 20.3431 -10.4991 8.4151
O 26.1958 -11.0588 1.6289
O 22.7578 -14.5067 1.1693
O 24.9234 -4.5963 10.1515
O 22.7194 -14.5137 5.6691
O 22.3740 -11.8166 13.9611
O 24.1690 -6.1443 11.6714
O 25.5095 -10.6557 -0.5061
O 26.0182 -6.1222 5.8214
O 26.7170 -4.0516 6.1186
O 23.5356 -12.1173 11.9627
O 22.8567 -9.9355 12.5222
O 25.5558 -11.0011 5.8544
O 26.5525 -4.8907 4.0738
O 21.8427 -8.0284 7.5331
O 24.6018 -15.1029 0.4094
O 19.8587 -6.6839 7.7927
O 23.3268 -16.6105 1.1571
O 26.1262 -9.2291 7.1645
O 22.3381 -16.8377 6.2273
O 21.2546 -7.0161 9.5742
O 18.5544 -9.1842 8.9339
N 23.8238 -8.9814 2.4324
C 25.8177 -3.9977 9.2357
C 26.4242 -4.9638 5.3828
C 22.2106 -7.7752 10.2660
C 25.9557 -8.2595 8.2369
C 23.2889 -8.9742 3.4741
C 24.8044 -12.1442 5.6941
C 23.2763 -12.2511 1.9844
C 21.9296 -10.8359 14.8552
C 18.9803 -10.3856 8.5691
C 25.1602 -5.6587 10.8131
C 25.2532 -10.2216 7.0149
C 22.9592 -11.3071 12.8181
C 25.6403 -10.1009 -1.7684
C 24.5648 -6.9805 12.7252
C 21.0137 -7.1597 8.2816
C 22.1022 -15.9481 8.9640
C 27.8202 -6.4949 2.7455
C 17.1741 -8.8669 8.5980
C 20.3981 -9.6585 3.4641
C 26.1546 -7.0907 4.7665
C 20.9959 -11.8039 8.0898
C 23.6013 -15.4738 0.8950
C 26.4899 -6.1923 3.5075
C 22.5562 -15.5182 6.6264
C 23.3189 -13.2797 0.8178
C 24.6558 -13.6946 0.2695
C 23.8157 -11.4899 10.6839
C 22.7813 -14.7489 4.2833
C 21.3042 -9.8898 4.7012
C 26.8231 -10.6879 2.9075
C 19.5339 -7.0349 6.4124
C 26.0766 -10.1788 0.6050
C 22.5183 -9.0809 4.7552
H 23.8274 -11.8177 5.7972
H 27.9318 -5.8711 1.9073
H 26.9659 -7.8566 8.4390
H 23.1649 -10.6416 10.3456
H 22.0600 -11.8019 8.3841
H 24.8290 -11.1203 10.5874
H 21.9194 -8.7512 10.1499
H 21.0291 -15.5626 8.9433
H 21.4633 -11.1334 15.7790
H 23.6506 -7.4453 13.2401
H 24.9663 -12.5682 4.7669
H 20.1390 -10.6373 3.0439
H 20.4242 -12.4773 8.7565
H 23.1363 -9.6448 5.4379
H 25.7010 -8.7481 9.2637
H 20.8054 -9.0431 2.7366
H 23.1767 -7.6919 9.8886
H 20.6676 -9.7543 5.6067
H 22.3657 -15.6975 4.0726
H 19.4312 -9.2540 3.6901
H 27.7325 -7.5011 2.2950
H 25.2901 -7.4813 7.9239
H 22.2152 -17.0281 8.6923
H 25.1973 -6.3783 13.3448
H 18.6997 -6.4788 5.8830
H 25.6034 -10.8459 -2.4797
H 21.1559 -10.4560 14.2522
H 25.6682 -6.2573 2.8250
H 22.5880 -12.9345 0.0754
H 19.4489 -8.1070 6.2447
H 26.7113 -4.5364 9.2656
H 25.3522 -7.7532 12.5002
H 24.8201 -9.4123 -1.8954
H 25.6082 -13.3601 0.7482
H 20.4154 -6.7774 5.8448
H 23.9173 -12.5150 2.7929
H 22.5067 -8.1750 5.2292
H 16.5571 -9.0601 9.5072
H 23.4913 -12.2317 9.8177
H 26.7034 -11.4965 3.5826
H 22.6651 -10.0989 15.1174
H 25.4143 -4.0751 8.1834
H 22.1200 -7.5017 11.3282
H 22.2804 -12.0610 2.3162
H 22.1479 -14.0112 3.7816
H 28.7263 -6.6480 3.3858
H 22.5355 -15.7393 9.9563
H 17.0650 -7.7916 8.4541
H 21.5500 -10.9383 4.7320
H 23.6054 -11.3019 1.5334
H 25.1811 -7.6210 4.7768
H 16.8565 -9.4740 7.7662
H 26.0179 -2.9858 9.4544
H 26.5842 -9.5089 -1.8568
H 27.0722 -7.6278 5.0816
H 26.2879 -9.7968 3.3233
H 24.7595 -13.4202 -0.7719
H 23.7794 -14.6503 3.8295
H 25.0932 -12.8510 6.4696
H 27.9214 -10.5627 2.8748
H 20.9189 -12.2075 7.1209

***

112
Properties=species:S:1:pos:R:3 method="wB97M-V/def2-TZVPD" s2=2.008 e_homo_ev="-9.95 / -10.98" charge=+1 multiplicity=3 total_energy_ha=-7315.7662 homo_lumo_gap_ev="6.055 / 7.083"
Br -0.1496 -3.3661 -5.0201
Br 0.8067 -2.9852 -0.5368
O -5.7835 1.1235 -3.4035
O 2.2040 -2.2276 2.5085
O 0.4225 -0.2920 -3.7553
O 1.1238 5.2389 -0.3076
N 2.0274 -2.4821 3.7649
N 1.1234 6.5163 -0.5144
N -5.9084 -2.3855 -4.5729
N -4.8336 -0.2998 -1.7514
N -7.2681 -3.8726 -3.3847
N -2.5751 -0.4078 -2.1592
N -1.4931 -1.0798 -2.4846
N -5.2601 -4.6660 -4.2039
N 0.1289 0.7711 -1.5757
N -2.6152 -4.4967 -2.9117
C 2.6031 -1.3965 4.6181
C -3.6976 -1.0867 -2.0988
C -3.1898 -4.4351 0.4802
C 0.3543 6.5922 1.8271
C -0.3665 2.1407 -1.8898
C -2.4166 -5.3187 -0.5091
C -0.1870 -3.0331 -3.1372
C -3.8324 -2.4730 -2.3309
C 2.0745 6.8821 -1.6089
C 1.2199 7.2748 0.7725
C 0.8562 -3.3637 -2.3813
C 3.6687 7.7464 0.1856
C 3.9198 -4.0222 4.2363
C 4.1196 -1.5623 4.7325
C 1.9649 -1.3933 6.0181
C 2.6713 7.3142 1.2586
C -5.2068 -3.0896 -2.2664
C 1.6910 -4.3668 5.3808
C -5.8909 -3.5026 -3.6225
C 2.4011 -3.8946 4.0895
C 2.2755 -0.0410 3.9996
C 1.9252 -4.8133 2.9677
C 3.5096 6.9046 -1.0792
C 2.1092 -3.9990 -2.8944
C 4.5398 -2.9697 5.1532
C -2.6410 -3.1557 -2.6335
C -3.0281 -5.4958 -1.9088
C -0.2272 0.4083 -0.1857
C 0.6667 8.7103 0.6052
C -1.4412 -2.3844 -2.7144
C 1.9570 5.8653 -2.7402
C 1.7171 8.2468 -2.2234
C -5.3114 0.4103 -2.6322
B -0.2474 -0.1717 -2.5895
H 4.1697 7.2777 -1.8649
H -4.2158 -4.2442 0.1726
H 0.7134 5.5945 2.0722
H -7.8142 -3.1025 -3.0219
H 0.2781 2.8714 -1.3963
H -5.9227 -5.1198 -4.8201
H 1.9250 9.0892 -1.5697
H 2.7316 7.9866 2.1171
H 2.3054 8.4031 -3.1276
H 2.6096 0.7493 4.6711
H -1.3848 -4.9872 -0.6316
H 4.6839 7.6336 0.5699
H 0.6775 0.1692 0.3750
H 4.5012 -0.8276 5.4440
H -1.3865 2.2993 -1.5379
H 0.8762 -1.3909 5.9480
H 2.5768 6.1864 -3.5769
H -0.0598 8.7643 -0.2051
H 2.1400 -5.8460 3.2401
H 4.3825 -3.9407 3.2473
H -0.7279 1.2316 0.3209
H 1.2000 0.0720 3.8512
H -6.4132 -1.5821 -4.2167
H 2.2643 -2.2335 6.6386
H -1.7588 -4.7749 -3.3695
H 0.1522 9.0272 1.5112
H 2.9540 6.3199 1.6193
H 5.6271 -3.0505 5.1112
H -2.3566 -6.3236 -0.0852
H 3.5499 8.8080 -0.0465
H -7.3278 -4.6697 -2.7639
H -4.4338 -4.4065 -4.7252
H 2.3159 -4.2738 6.2676
H 0.3761 7.1855 2.7407
H 1.4171 -5.4181 5.3019
H -0.3087 2.3520 -2.9598
H 2.7714 0.1054 3.0418
H 2.4310 -4.6085 2.0253
H -0.6820 6.5139 1.4940
H 2.7249 -3.2594 -3.4079
H 0.6630 8.2823 -2.5019
H -4.9759 -2.1169 -4.8614
H -2.6765 -6.4514 -2.2972
H 4.5794 -1.3308 3.7663
H 4.2633 -3.1543 6.1945
H 1.0114 0.4672 -3.8680
H 0.8484 -4.7170 2.8116
H -4.1118 -5.5917 -1.8702
H -5.2587 -3.9113 -1.5574
H 2.6812 -4.4190 -2.0700
H 1.4458 9.4473 0.4155
H -3.2177 -4.8685 1.4777
H 2.2929 4.8746 -2.4379
H 3.8281 5.8795 -0.8628
H -5.8581 -2.3133 -1.8684
H -0.8844 -0.4611 -0.1127
H -2.6972 -3.4633 0.5839
H 2.2653 -0.4915 6.5509
H 1.8838 -4.8090 -3.5864
H 0.7689 -3.8124 5.5527
H 4.1499 -5.0234 4.6072
H 0.9260 5.7884 -3.0907